Record 1
A molecular structure, C39H33N5O9P2PrS3 at a distorted geometry. Source: OMol25; level of theory: ωB97M-V/def2-TZVPD.

Computed properties:
ΔE to the lowest compared entry with this formula, charge and spin = 0.435 eV
total energy = -4851.3252 a.u.
HOMO (alpha / beta) = -5.3 / -5.3 eV
total charge = -1
Kohn-Sham gap (alpha / beta) = 7.38 / 7.38 eV
spin multiplicity = 3
strongest force on any atom = 5.15 eV Å⁻¹

Atoms and positions in Å:
Pr: -0.62 -0.11 -0.29
S: -2.16 -2.10 1.20
C: -1.58 -3.02 -0.09
N: -0.69 -2.57 -0.94
C: -0.24 -3.54 -1.79
C: 0.76 -3.37 -2.75
C: 1.18 -4.46 -3.47
C: 0.62 -5.72 -3.27
C: -0.38 -5.91 -2.33
C: -0.81 -4.81 -1.60
S: -1.98 -4.73 -0.30
H: 1.19 -2.38 -2.88
H: 1.97 -4.34 -4.20
H: 0.98 -6.57 -3.83
H: -0.81 -6.88 -2.16
O: -0.63 2.04 -0.77
S: -0.98 2.57 0.54
O: -0.38 3.85 0.83
N: -0.55 1.42 1.59
C: -0.75 1.71 2.91
C: -1.48 2.81 3.36
C: -1.69 3.07 4.71
C: -1.11 2.29 5.68
C: -0.33 1.19 5.29
C: 0.36 0.41 6.24
C: 1.04 -0.69 5.82
C: 1.01 -1.02 4.46
N: 0.43 -0.29 3.53
C: -0.20 0.83 3.91
C: -2.76 2.71 0.64
C: -3.48 1.62 1.08
C: -4.85 1.75 1.22
C: -5.48 2.95 0.93
C: -4.73 4.04 0.50
C: -3.36 3.92 0.35
H: -1.89 3.50 2.64
H: -2.30 3.92 4.98
H: -1.26 2.50 6.73
H: 0.33 0.71 7.28
H: 1.60 -1.30 6.52
H: 1.50 -1.92 4.13
H: -2.99 0.68 1.32
H: -5.43 0.90 1.56
H: -6.55 3.04 1.06
H: -5.22 4.97 0.28
H: -2.75 4.74 0.01
C: 2.28 2.84 -0.50
P: 2.04 1.02 -0.40
C: 3.32 0.53 -1.65
C: 2.94 0.58 1.14
C: 3.70 1.49 1.87
C: 4.36 1.09 3.02
C: 4.30 -0.23 3.43
C: 3.55 -1.14 2.71
C: 2.83 -0.74 1.60
P: 1.68 -1.83 0.67
C: 1.10 -3.13 1.84
C: 2.95 -2.85 -0.20
H: 1.79 3.17 -1.43
H: 3.34 3.11 -0.54
H: 1.77 3.34 0.32
H: 4.32 0.56 -1.22
H: 3.25 1.23 -2.48
H: 3.08 -0.45 -2.04
H: 3.78 2.51 1.55
H: 4.92 1.82 3.59
H: 4.84 -0.55 4.31
H: 3.54 -2.18 3.02
H: 1.90 -3.58 2.43
H: 0.64 -3.90 1.23
H: 0.33 -2.70 2.48
H: 3.60 -3.32 0.53
H: 3.53 -2.24 -0.88
H: 2.43 -3.61 -0.77
O: -3.38 1.84 -1.91
C: -2.64 0.88 -2.07
O: -2.51 -0.11 -1.28
C: -1.89 0.78 -3.40
C: -2.56 1.23 -4.50
C: -2.03 1.07 -5.79
C: -0.79 0.47 -5.96
C: -0.07 0.05 -4.85
C: -0.57 0.19 -3.50
O: 0.08 -0.20 -2.49
N: 1.16 -0.60 -5.10
O: 1.40 -0.98 -6.24
O: 1.95 -0.77 -4.18
N: -2.77 1.50 -6.91
O: -2.28 1.38 -8.03
O: -3.88 1.99 -6.73
H: -3.52 1.71 -4.37
H: -0.39 0.33 -6.95

=====

Record 2
A molecular structure, C39H34Cl5INO4ReTe. Source: OMol25; level of theory: ωB97M-V/def2-TZVPD.

Computed properties:
total energy = -4807.2327 a.u.
HOMO (alpha / beta) = -7.9 / -8.7 eV
Kohn-Sham gap (alpha / beta) = 7.38 / 7.04 eV
spin multiplicity = 3
strongest force on any atom = 0.80 eV Å⁻¹

Atoms and positions in Å:
Re: -0.78 -1.15 1.40
Cl: -0.04 0.18 3.50
C: -1.25 -0.96 4.13
C: -1.73 -1.77 3.12
C: -2.68 -2.72 3.49
Cl: -3.35 -3.78 2.30
C: -3.08 -2.82 4.82
Cl: -4.25 -4.00 5.28
C: -2.55 -1.98 5.80
Cl: -3.05 -2.11 7.44
C: -1.60 -1.01 5.45
Cl: -0.90 0.06 6.59
I: 1.38 -3.09 3.88
C: 0.91 -2.36 1.93
H: 0.87 -3.26 1.32
H: 1.81 -1.81 1.67
C: 2.88 5.92 -2.01
C: 2.36 4.54 -1.76
C: 2.74 3.47 -2.55
C: 2.27 2.18 -2.34
C: 2.73 1.09 -3.27
C: 1.40 1.96 -1.26
Te: 0.71 -0.02 -1.01
N: -1.27 -2.33 0.21
C: -1.27 -3.35 -0.71
O: -0.54 -4.31 -0.57
C: -2.23 -3.18 -1.84
C: -3.07 -2.07 -1.92
C: -3.92 -1.92 -3.00
C: -3.93 -2.88 -4.01
C: -3.10 -3.99 -3.93
C: -2.25 -4.14 -2.84
C: 2.57 -0.93 -0.60
C: 2.89 -2.11 -1.26
C: 2.06 -2.76 -2.33
C: 4.07 -2.77 -0.89
C: 4.91 -2.27 0.09
C: 6.15 -3.03 0.50
C: 4.57 -1.08 0.71
C: 3.40 -0.40 0.40
C: 3.10 0.86 1.17
C: 0.98 3.02 -0.45
C: 0.03 2.87 0.70
C: 1.47 4.29 -0.72
H: 3.49 5.96 -2.91
H: 3.49 6.27 -1.18
H: 2.06 6.63 -2.13
H: 3.43 3.64 -3.37
H: 3.28 1.52 -4.10
H: 1.88 0.53 -3.68
H: 3.38 0.37 -2.77
H: -3.07 -1.33 -1.13
H: -4.56 -1.05 -3.06
H: -4.59 -2.76 -4.86
H: -3.12 -4.74 -4.71
H: -1.59 -5.00 -2.76
H: 1.28 -2.10 -2.72
H: 1.57 -3.66 -1.96
H: 2.70 -3.05 -3.17
H: 4.32 -3.69 -1.39
H: 6.47 -3.71 -0.28
H: 5.95 -3.61 1.40
H: 6.97 -2.34 0.73
H: 5.21 -0.68 1.48
H: 3.62 0.83 2.13
H: 2.03 0.99 1.36
H: 3.43 1.75 0.64
H: -0.24 1.84 0.90
H: -0.90 3.42 0.52
H: 0.47 3.29 1.61
H: 1.14 5.11 -0.09
O: -2.76 1.58 -1.13
C: -3.47 2.40 -0.32
C: -4.15 3.45 -0.93
C: -4.87 4.35 -0.17
C: -4.93 4.22 1.22
C: -4.27 3.16 1.81
C: -3.54 2.24 1.07
C: -2.88 1.13 1.81
O: -3.07 0.90 2.98
O: -2.01 0.43 1.07
H: -2.29 0.96 -0.54
H: -4.09 3.55 -2.01
H: -5.39 5.16 -0.66
H: -5.49 4.92 1.81
H: -4.31 3.02 2.88